[1]
Formula: C3H6O2
Source: the OMol25 dataset
Level of theory: ωB97M-V with the def2-TZVPD basis set

Geometry as XYZ:
```
11
Properties=species:S:1:pos:R:3
O -0.7745 -1.3802 -0.8677
C -0.2464 -0.6186 0.1782
C 1.1230 0.0531 -0.0036
O 0.6144 1.3029 0.4734
C -0.7375 0.8209 0.4146
H -0.4793 -0.9931 -1.7020
H -0.3166 -1.2365 1.0770
H 1.9654 -0.3146 0.5911
H 1.4280 0.1102 -1.0621
H -1.2871 1.0189 1.3414
H -1.2895 1.2369 -0.4402
```

Its SMILES is OC1COC1. The molecular weight is 74.1 u. The calculation puts the LUMO energy at 0.94 eV. As for the largest force on an atom: 0.4 eV/A.


[2]
Formula: C3H6O2
Source: the OMol25 dataset
Level of theory: ωB97M-V with the def2-TZVPD basis set

Geometry as XYZ:
```
11
Properties=species:S:1:pos:R:3
O -0.2560 1.9507 0.4609
C -0.0773 1.4306 -0.6249
C 0.0284 -0.0648 -0.8359
C -0.2922 -0.8139 0.4112
O 0.4834 -2.0738 0.6177
H 0.0048 2.0065 -1.5709
H -0.5354 -0.3783 -1.6779
H 1.1082 -0.2611 -1.0632
H -0.3169 -0.4603 1.3625
H -1.3199 -1.2994 0.3515
H 1.2869 -1.9342 0.2677
```

The molecular weight is 74.1 u. As for the spin multiplicity: 2. As for the total charge: +1. The calculation puts the LUMO energy (spin up / spin down) at -6.29 / -10.47 eV. As for the largest force on an atom: 6.3 eV/A.


[3]
Formula: C3H6O2P
Source: the OMol25 dataset
Level of theory: ωB97M-V with the def2-TZVPD basis set

Geometry as XYZ:
```
12
Properties=species:S:1:pos:R:3
C -2.1147 -1.1236 0.1670
C -1.0774 -1.9131 0.3073
C 0.9805 1.7593 -0.0325
O 2.4385 -0.4257 -1.1644
O 1.5334 0.8334 0.8446
P 2.0955 -0.6625 0.2579
H -3.1499 -1.4520 -0.0538
H -2.0280 -0.0464 0.2635
H -1.1749 -2.9967 0.2025
H 1.4092 1.6447 -1.0362
H 1.1901 2.7664 0.3427
H -0.1021 1.6161 -0.0984
```

The molecular weight is 105.1 u. As for the total charge: -1. The calculation puts the LUMO energy (spin up / spin down) at 4.07 / 4.07 eV. As for the largest force on an atom: 2.4 eV/A.


[4]
Formula: C3H6O2P2
Source: the OMol25 dataset
Level of theory: ωB97M-V with the def2-TZVPD basis set

Geometry as XYZ:
```
13
Properties=species:S:1:pos:R:3
H 0.9965 -1.5160 -2.8629
P 0.8361 -0.3562 -2.0841
C 0.2030 -1.1479 -0.7546
P 0.0214 -2.8714 -0.2703
C -0.0649 -0.1402 0.6496
O -0.5227 -0.5176 1.6804
O 0.3105 1.0473 0.2407
C 0.2129 2.1886 1.0898
H -0.7818 -3.2774 -1.3373
H -1.0619 -2.6520 0.5772
H 0.2138 3.0466 0.4234
H 1.0745 2.2251 1.7543
H -0.7071 2.1512 1.6728
```

Its SMILES is [H]/P=C(\P)C(=O)OC. The molecular weight is 136.0 u. The calculation puts the LUMO energy at -0.29 eV. As for the largest force on an atom: 4.2 eV/A.


[5]
Formula: C3H6O2S
Source: the OMol25 dataset
Level of theory: ωB97M-V with the def2-TZVPD basis set

Geometry as XYZ:
```
12
Properties=species:S:1:pos:R:3
O -1.1230 -0.2878 1.8081
C -0.4066 0.5294 1.2953
O -0.3829 1.8165 1.6537
C 0.6130 0.2368 0.2255
C 0.0700 -0.8300 -0.7394
S 0.9540 -0.6822 -2.3628
H -1.0871 1.9438 2.3103
H 1.5841 -0.0979 0.5844
H 0.6672 1.1410 -0.3874
H 0.1577 -1.8920 -0.5031
H -0.9948 -0.6361 -0.8595
H -0.0517 -1.2415 -3.0251
```

Its SMILES is O=C(O)CCS. The molecular weight is 106.1 u. The calculation puts the LUMO energy at 0.68 eV. As for the largest force on an atom: 1.4 eV/A.


[6]
Formula: C3H6O2S
Source: the OMol25 dataset
Level of theory: ωB97M-V with the def2-TZVPD basis set

Geometry as XYZ:
```
12
Properties=species:S:1:pos:R:3
C 1.2846 -0.0560 -0.0181
O 0.5593 1.1148 -0.3968
C -0.6397 1.3072 0.2953
S -1.9289 0.0223 -0.0024
C -0.6807 -1.2292 -0.2494
O 0.4556 -1.0041 0.5391
H 1.7581 -0.4948 -0.9306
H 2.1200 0.1938 0.6575
H -0.4958 1.3301 1.3739
H -1.0158 2.2402 -0.0575
H -0.3986 -1.2640 -1.3060
H -1.0181 -2.1603 0.0949
```

Its SMILES is C1OCSCO1. The molecular weight is 106.1 u. The calculation puts the LUMO energy at 0.90 eV. As for the largest force on an atom: 1.6 eV/A.


[7]
Formula: C3H6O2S
Source: the OMol25 dataset
Level of theory: ωB97M-V with the def2-TZVPD basis set

Geometry as XYZ:
```
12
Properties=species:S:1:pos:R:3
C -0.5383 0.6327 1.5750
C -0.3991 1.2065 0.2322
C 0.7239 -0.8292 -1.0950
H -1.0107 -1.5220 1.7564
H -1.5741 0.5059 2.2171
H -0.1550 1.2457 2.4277
H -0.8352 2.1195 0.1612
H 0.6641 1.3050 0.0711
H 0.7490 -1.9240 -1.4669
O 0.1512 -0.6685 1.7247
O 1.7479 -0.4940 -0.4548
S -0.7344 0.0944 -1.2249
```

The molecular weight is 106.1 u. The calculation puts the LUMO energy at -0.28 eV. As for the largest force on an atom: 6.5 eV/A.


[8]
Formula: C3H6O2S
Source: the OMol25 dataset
Level of theory: ωB97M-V with the def2-TZVPD basis set

Geometry as XYZ:
```
12
Properties=species:S:1:pos:R:3
C 1.8146 -1.0273 0.1618
C -0.1891 0.5142 -0.0173
C -1.5909 0.7840 0.1543
H 2.1143 -0.1944 0.9471
H 2.3868 -0.5744 -0.7196
H 2.2999 -2.0538 0.2812
H -1.7971 1.3203 1.1736
H -1.9668 1.6451 -0.6891
H -1.9593 -1.0233 -1.1611
O 0.3539 -0.7723 -0.1766
O -2.1791 -0.5229 0.0967
S 0.7127 1.9049 -0.0510
```

The molecular weight is 106.1 u. The calculation puts the LUMO energy at -0.08 eV. As for the largest force on an atom: 6.2 eV/A.


[9]
Formula: C3H6O2S2
Source: the OMol25 dataset
Level of theory: ωB97M-V with the def2-TZVPD basis set

Geometry as XYZ:
```
13
Properties=species:S:1:pos:R:3
O -0.0981 2.3731 -0.3350
C -0.9202 1.5016 -0.3691
O -1.3794 0.9802 -1.5283
C -1.5081 0.7761 0.8127
C -0.8568 -0.5878 1.0957
S 0.9703 -0.5855 0.8559
S 1.3002 -1.8826 -0.6499
H -0.9224 1.4386 -2.2510
H -1.5335 1.3555 1.7275
H -2.5425 0.6100 0.5173
H -1.2568 -1.4006 0.5105
H -0.9336 -0.8053 2.1613
H 0.8530 -1.2291 -1.7365
```

Its SMILES is O=C(O)CCSS. The molecular weight is 138.2 u. The calculation puts the LUMO energy at 0.48 eV. As for the largest force on an atom: 1.0 eV/A.


[10]
Formula: C3H6O2S2
Source: the OMol25 dataset
Level of theory: ωB97M-V with the def2-TZVPD basis set

Geometry as XYZ:
```
13
Properties=species:S:1:pos:R:3
O -2.8943 0.6752 0.4827
S -1.7722 -0.0462 -0.0441
O -1.9095 -1.4290 -0.4068
C -0.5866 0.8866 -0.9512
C -0.1577 0.4422 0.4989
C 0.8898 -0.6159 0.5709
S 2.4987 0.0229 -0.0839
H -0.7481 1.9437 -1.0853
H -0.0427 0.4140 -1.7536
H -0.0682 1.2502 1.2121
H 0.5921 -1.4654 -0.0440
H 1.0586 -0.9386 1.5986
H 3.1400 -1.1398 0.0056
```

Its SMILES is O=S1(=O)C[C@@H]1CS. The molecular weight is 138.2 u. The calculation puts the LUMO energy at 0.55 eV. As for the largest force on an atom: 0.8 eV/A.


What is the molecular weight in the fifth record? 106.1 u